Entry 1:
Here is C47H50NO4PPtSiTe as an isolated structure from the Open Molecules 2025 dataset. Energies are from ωB97M-V/def2-TZVPD.

Results
* <S²>: 0.764
* multiplicity: 2
* HOMO level (alpha / beta): -4.05 / -4.04 eV
* Kohn-Sham gap (alpha / beta): 5.55 / 5.41 eV
* total charge: -1

The geometry in XYZ format:
```
106
Properties=species:S:1:pos:R:3:forces:R:3:lowdin_spin:R:1
Pt -0.678427 0.556414 -0.919364 -0.87 -0.48 0.02 0.45
O -2.341313 0.498357 2.734735 0.06 0.08 -0.06 0.02
C -2.459267 1.205733 1.734355 0.54 0.08 0.02 0.01
O -1.554228 1.798292 1.049522 -0.09 -0.18 0.08 0.07
C -3.863866 1.468453 1.240113 0.06 0.18 -0.12 0.00
C -4.829743 1.906006 2.139712 -0.16 -0.03 0.05 0.00
C -6.101575 2.236504 1.703442 0.06 -0.03 -0.01 0.00
C -6.426397 2.110043 0.356985 -0.03 -0.05 0.00 0.00
C -5.470726 1.667964 -0.541763 0.04 -0.07 -0.09 0.00
C -4.177629 1.358931 -0.109666 0.07 0.13 0.08 0.01
P -2.987207 0.732239 -1.342663 0.18 -0.70 0.04 0.07
C -3.611951 -0.947613 -1.686944 0.14 -0.01 -0.15 0.01
C -4.687791 -1.522740 -1.017071 0.00 -0.01 0.04 0.00
C -5.078091 -2.823869 -1.310801 0.01 0.02 0.02 0.00
C -4.404231 -3.553508 -2.279189 0.01 0.05 0.00 0.00
C -3.333534 -2.982761 -2.955725 -0.06 -0.03 -0.06 0.00
C -2.931945 -1.692009 -2.655409 -0.03 0.05 0.07 0.01
C -3.461992 1.698558 -2.810490 0.40 0.20 -0.10 0.00
C -3.890983 1.146235 -4.009899 -0.09 0.01 0.09 0.00
C -4.167380 1.969044 -5.096804 -0.08 0.04 0.02 0.00
C -4.015296 3.342161 -4.991052 0.00 -0.07 0.01 0.00
C -3.577857 3.898588 -3.793818 -0.03 0.02 0.04 0.00
C -3.295032 3.082119 -2.713950 0.06 -0.04 0.04 0.00
H -4.560987 1.991276 3.185395 0.02 -0.06 -0.03 0.00
H -6.842640 2.592317 2.409931 0.02 0.00 -0.02 0.00
H -7.424661 2.347871 0.010135 0.03 0.02 -0.01 0.00
H -5.725862 1.555369 -1.589233 -0.03 0.04 0.03 0.00
H -5.217799 -0.962671 -0.257596 0.02 -0.03 0.01 0.00
H -5.907319 -3.268641 -0.773459 0.03 0.02 -0.01 0.00
H -4.705196 -4.571319 -2.498730 0.01 0.03 0.00 0.00
H -2.804875 -3.551077 -3.711549 0.03 0.03 0.05 0.00
H -2.065849 -1.261003 -3.142349 -0.05 -0.05 -0.04 0.00
H -4.018131 0.076876 -4.104443 0.01 -0.02 -0.01 0.00
H -4.499277 1.530797 -6.030085 0.01 -0.01 0.02 0.00
H -4.228901 3.979261 -5.841052 0.01 -0.01 0.02 0.00
H -3.449403 4.970973 -3.710120 0.02 -0.03 0.02 0.00
H -2.921470 3.502792 -1.786425 0.00 0.04 -0.06 0.00
C 5.210294 -0.219448 7.403391 -0.04 0.02 -0.04 0.00
C 4.239597 -0.139576 6.251960 -0.01 -0.04 0.04 0.00
C 3.377937 -1.186482 5.961391 0.05 -0.01 -0.02 0.00
C 2.475762 -1.121249 4.899995 -0.12 -0.04 -0.15 0.00
C 1.535073 -2.288072 4.686914 0.14 0.07 0.07 0.00
C 2.439894 0.011205 4.070307 -0.27 0.55 0.08 0.01
Te 0.910288 0.112700 2.450302 1.41 -0.26 1.10 0.02
N -0.215766 -0.858520 0.423412 -1.27 0.80 -1.25 0.14
C -0.209788 -1.950519 -0.323546 0.16 0.19 0.28 0.02
O -0.401853 -1.830868 -1.568146 0.09 -0.05 -0.46 0.11
C -0.033364 -3.316911 0.252939 -0.08 0.02 0.05 0.00
C 0.141758 -4.393024 -0.610019 0.05 -0.03 -0.02 0.00
C 0.214471 -5.684887 -0.108938 -0.02 0.03 0.03 0.00
C 0.123355 -5.904937 1.260598 0.01 0.00 -0.02 0.00
C -0.039087 -4.830564 2.126493 -0.01 -0.01 -0.06 0.00
C -0.132062 -3.541042 1.622268 -0.05 0.03 0.07 0.00
C 2.500124 0.414055 1.030938 -0.07 -0.03 -0.19 0.00
C 2.612759 1.633946 0.339473 -0.11 -0.11 0.14 0.00
C 1.654176 2.798114 0.483655 0.09 -0.08 -0.02 0.00
C 3.670781 1.814712 -0.558126 -0.04 0.08 -0.04 0.00
C 4.598714 0.826978 -0.812534 0.07 -0.06 -0.05 0.00
C 5.723671 1.030992 -1.794762 -0.10 -0.05 0.03 0.00
C 4.457570 -0.388636 -0.149179 -0.04 0.04 0.01 0.00
C 3.435175 -0.614864 0.762328 -0.08 0.11 -0.03 0.00
C 3.368231 -1.967588 1.421657 0.06 0.16 -0.03 0.00
C 3.285967 1.095479 4.387737 -0.10 -0.09 -0.03 0.00
C 3.259557 2.388526 3.609971 0.05 -0.14 0.08 0.00
C 4.164835 1.000605 5.464318 0.05 -0.01 -0.04 0.00
H 5.177721 -1.202574 7.875416 0.01 0.03 0.00 0.00
H 4.979260 0.529945 8.165324 0.02 -0.03 -0.01 0.00
H 6.233471 -0.037881 7.064821 -0.02 -0.01 0.03 0.00
H 3.400465 -2.079432 6.581916 -0.02 0.04 -0.03 0.00
H 1.651268 -3.027621 5.483152 0.01 0.05 -0.01 0.00
H 1.731082 -2.780825 3.732212 -0.07 0.04 -0.01 0.00
H 0.497521 -1.950042 4.679028 0.00 -0.08 -0.02 0.00
H 0.210367 -4.193973 -1.672231 -0.03 -0.02 0.02 0.00
H 0.329169 -6.523119 -0.785132 0.03 0.00 0.00 0.00
H 0.166160 -6.915436 1.651311 0.03 0.03 -0.01 0.00
H -0.111558 -5.000087 3.194327 -0.01 0.02 -0.02 0.00
H -0.300362 -2.697462 2.280217 0.03 0.02 -0.02 0.00
H 0.942518 2.659242 1.291235 -0.08 -0.01 0.01 0.00
H 1.079613 2.928507 -0.438229 -0.04 -0.02 -0.02 0.00
H 2.205480 3.728697 0.650216 0.02 -0.07 0.01 0.00
H 3.749272 2.766519 -1.079393 -0.01 -0.05 0.02 0.00
H 5.644411 1.999086 -2.291004 0.02 -0.02 0.03 0.00
H 5.705443 0.253622 -2.562553 0.02 0.03 0.00 0.00
H 6.691711 0.975526 -1.292261 0.02 0.02 -0.03 0.00
H 5.156889 -1.192805 -0.366212 -0.02 0.04 0.05 0.00
H 3.964461 -2.697155 0.870341 0.02 0.05 0.02 0.00
H 2.342225 -2.320108 1.459254 -0.13 -0.08 0.07 0.00
H 3.746188 -1.911990 2.446111 -0.06 -0.02 0.02 0.00
H 2.242620 2.624846 3.303017 -0.04 0.04 -0.06 0.00
H 3.868148 2.312480 2.706180 -0.03 0.01 -0.03 0.00
H 3.646916 3.212734 4.213500 0.00 -0.05 -0.01 0.00
H 4.804620 1.848684 5.702061 -0.03 -0.04 -0.04 0.00
C 1.314910 3.025360 -4.440458 -0.06 0.12 0.07 0.00
Si 0.356917 1.501490 -3.865192 0.45 -0.04 -0.41 0.00
C -0.645664 0.975550 -5.379510 -0.15 0.00 0.07 0.00
C 1.604099 0.138621 -3.492448 -0.03 -0.03 0.13 0.00
O -0.564367 1.857272 -2.591917 0.01 -0.12 0.65 0.03
H 1.856379 2.830374 -5.373851 -0.04 -0.01 0.09 0.00
H 2.041907 3.350395 -3.687016 -0.09 -0.04 -0.06 0.00
H 0.623722 3.858376 -4.619877 0.09 -0.07 0.01 0.00
H -0.011567 0.919879 -6.271866 -0.01 -0.02 0.10 0.00
H -1.434181 1.711858 -5.571387 0.06 -0.08 -0.02 0.00
H -1.127767 -0.000605 -5.245032 0.03 0.09 -0.01 0.00
H 2.068380 -0.282212 -4.392505 -0.07 0.10 0.04 0.00
H 1.107736 -0.681760 -2.958729 0.07 0.00 -0.08 0.00
H 2.405183 0.509943 -2.842311 -0.05 -0.02 -0.02 0.00
```
Positions in Å, forces in eV/Å.


Entry 2:
Here is C47H52AsF6N8O5S2Sr as an isolated structure from the Open Molecules 2025 dataset. Energies are from ωB97M-V/def2-TZVPD.

Results
* HOMO level: -3.92 eV
* Kohn-Sham gap: 6.08 eV
* total charge: -1

The geometry in XYZ format:
```
122
Properties=species:S:1:pos:R:3:forces:R:3:lowdin_charge:R:1
Sr -1.019353 -2.135625 -0.912214 1.71 4.62 5.56 1.53
C 2.686265 1.604935 1.567349 0.05 -0.08 0.12 -0.11
N 2.086361 0.526944 0.833982 -0.08 -0.02 -0.22 -0.16
C 0.748994 0.224667 1.320368 -0.06 -0.03 0.08 -0.09
C 2.916500 -0.513388 0.378338 0.11 0.07 0.11 -0.20
C 4.194819 -0.674488 0.907642 -0.05 0.05 -0.08 -0.08
C 5.134020 -1.548585 0.357896 -0.06 0.04 0.01 -0.14
C 4.776042 -2.266473 -0.763497 -0.16 0.00 -0.04 -0.13
C 3.486923 -2.153831 -1.287303 0.08 -0.06 0.08 -0.05
C 2.495330 -1.339280 -0.718028 -0.46 0.26 0.17 -0.23
N 1.186961 -1.200018 -1.185555 1.05 -0.30 -0.15 -0.09
C 0.921432 -1.820377 -2.398658 1.10 -0.40 -1.28 -0.43
C 0.938197 -3.224492 -2.569305 0.65 0.16 -0.57 -0.13
C 0.756999 -3.821545 -3.829328 -0.14 0.38 0.56 -0.10
C 0.445428 -3.016668 -4.910449 -0.19 0.21 -0.13 -0.09
C 0.245439 -1.640293 -4.740720 0.04 -0.60 0.23 -0.02
C 0.437405 -1.050055 -3.500259 0.38 -0.06 0.23 -0.23
N 0.146887 0.306874 -3.259315 -0.22 0.06 -0.22 -0.18
C -0.934685 0.874721 -4.034957 -0.01 0.04 -0.04 -0.08
C 1.303096 1.181874 -3.223602 -0.02 -0.04 0.25 -0.06
H 2.851011 1.363577 2.635743 0.06 0.02 -0.03 0.08
H 2.018792 2.468646 1.540468 -0.10 0.02 -0.03 0.07
H 3.641508 1.896376 1.128943 -0.01 0.01 -0.03 0.08
H 0.732485 0.195901 2.421718 0.04 -0.01 -0.01 0.08
H 0.434087 -0.753579 0.981021 0.10 0.06 0.11 0.03
H 0.019393 0.956881 0.978517 0.05 0.06 -0.05 0.06
H 4.472150 -0.081976 1.770708 0.03 0.02 -0.01 0.09
H 6.121309 -1.637488 0.793735 -0.01 0.00 0.01 0.08
H 5.483937 -2.929189 -1.247933 0.01 0.02 -0.01 0.09
H 3.253398 -2.713367 -2.180285 -0.01 -0.05 -0.02 0.09
H 1.162648 -3.845588 -1.690630 0.07 0.18 -0.39 0.12
H 0.799617 -4.899709 -3.932408 0.04 0.06 0.02 0.11
H 0.287640 -3.468550 -5.883056 -0.01 0.05 0.02 0.10
H -0.094118 -1.028616 -5.566107 0.03 -0.04 -0.06 0.11
H -0.628685 1.184905 -5.048872 0.00 0.00 -0.03 0.08
H -1.298956 1.757107 -3.506303 0.02 0.04 -0.02 0.07
H -1.759823 0.164130 -4.127226 0.11 0.03 0.06 0.09
H 1.723092 1.330760 -4.231936 0.02 -0.02 -0.04 0.09
H 2.069145 0.759841 -2.573086 -0.05 0.00 0.03 0.09
H 1.000013 2.149674 -2.822926 -0.06 -0.06 -0.03 0.06
C -2.233471 -0.178201 2.259046 0.05 0.63 0.27 -0.20
C -2.598654 1.153986 2.018682 0.08 -0.36 -0.13 -0.16
C -3.266067 1.205768 0.768074 0.17 -0.37 0.04 -0.18
C -3.308390 -0.095379 0.250735 -0.18 0.62 -0.33 -0.21
C -2.627986 -0.955948 1.149550 -0.76 -0.80 0.27 -0.32
H -1.730037 -0.549971 3.144612 -0.05 0.03 -0.04 0.07
H -2.375004 2.003059 2.654935 0.01 -0.02 -0.02 0.07
H -3.651474 2.098154 0.289504 0.02 -0.01 0.00 0.06
H -3.825209 -0.401738 -0.653435 -0.02 0.03 0.04 0.06
H -3.009723 -1.972275 1.302370 0.46 -0.22 -0.19 0.07
O -0.647608 2.368147 -0.646690 0.26 1.42 -0.05 -0.43
As -0.690669 4.024826 -0.503343 -0.03 -1.68 -0.02 1.18
C -1.391324 4.689590 1.140086 -0.15 0.07 0.37 -0.30
C -2.720222 5.087452 1.233186 0.06 0.03 0.15 -0.09
C -3.238278 5.482300 2.460669 0.05 -0.01 -0.04 -0.08
C -2.429648 5.477476 3.587837 0.02 -0.02 -0.01 -0.09
C -1.101511 5.077542 3.495663 -0.02 0.00 -0.03 -0.08
C -0.580453 4.679584 2.273797 -0.16 0.05 0.02 -0.09
C -1.829706 4.722794 -1.869916 -0.16 0.00 -0.27 -0.30
C -1.708184 5.984714 -2.437535 -0.09 0.02 -0.05 -0.09
C -2.576417 6.367352 -3.452628 -0.01 -0.04 0.03 -0.09
C -3.560377 5.490377 -3.894427 0.04 0.00 0.03 -0.09
C -3.675918 4.226409 -3.329199 0.04 0.05 0.05 -0.07
C -2.806950 3.835746 -2.317688 -0.06 0.10 -0.10 -0.10
C 1.031150 4.842540 -0.637689 0.24 0.12 -0.17 -0.30
C 1.238306 6.198409 -0.390622 0.09 -0.04 0.01 -0.11
C 2.496432 6.749296 -0.587342 0.02 -0.08 -0.04 -0.09
C 3.544619 5.944509 -1.026322 -0.06 0.03 0.01 -0.09
C 3.342852 4.589042 -1.243599 -0.08 -0.03 0.06 -0.07
C 2.083033 4.032208 -1.045998 0.15 0.01 0.04 -0.09
H -3.355421 5.083829 0.356369 0.00 -0.01 -0.02 0.10
H -4.274665 5.785999 2.535135 0.00 -0.02 0.01 0.10
H -2.837710 5.775653 4.545639 0.01 0.00 -0.01 0.10
H -0.473708 5.066723 4.377548 -0.01 -0.01 0.00 0.10
H 0.449654 4.350207 2.211941 0.02 -0.01 -0.05 0.10
H -0.936044 6.668262 -2.104375 0.00 -0.02 0.00 0.09
H -2.480752 7.348143 -3.901374 -0.01 -0.01 -0.01 0.10
H -4.234583 5.792432 -4.686541 0.01 0.00 0.01 0.10
H -4.436782 3.539313 -3.677542 0.01 0.01 0.00 0.11
H -2.867550 2.844745 -1.879337 0.05 0.00 0.01 0.09
H 0.429834 6.819839 -0.022027 -0.03 0.00 -0.02 0.10
H 2.661162 7.803063 -0.400651 0.00 -0.01 0.01 0.10
H 4.523217 6.378326 -1.192416 -0.01 -0.01 0.03 0.10
H 4.162436 3.955988 -1.560471 0.00 0.02 0.01 0.11
H 1.918447 2.967622 -1.178241 -0.03 0.04 0.03 0.08
C 0.060646 -3.884626 2.807388 0.14 0.10 -0.08 -0.19
N 0.479240 -4.922476 3.754884 0.00 -0.01 0.16 -0.08
C 0.358728 -4.362220 5.108487 0.06 0.03 -0.11 -0.18
N 1.162046 -3.147246 5.291296 0.00 -0.02 -0.08 -0.09
C 0.718436 -2.161587 4.289734 0.03 -0.08 -0.03 -0.18
N 0.856235 -2.667522 2.925209 0.07 -0.05 0.01 -0.07
C 2.263997 -3.010856 2.693934 -0.05 -0.02 0.04 -0.16
N 2.745461 -4.022236 3.647154 -0.07 0.02 0.07 -0.08
C 1.899361 -5.210260 3.511504 -0.04 0.08 0.02 -0.18
C 2.560988 -3.485191 4.998862 -0.04 0.01 -0.07 -0.18
H -0.991094 -3.641641 2.972305 -0.02 -0.02 -0.01 0.13
H 0.193010 -4.271902 1.795396 -0.05 -0.02 -0.01 0.10
H 0.686680 -5.114115 5.829208 0.01 -0.02 0.03 0.12
H -0.688934 -4.123708 5.300306 -0.02 0.00 -0.01 0.12
H 1.312784 -1.251681 4.392622 0.02 0.00 0.02 0.12
H -0.329175 -1.916141 4.473219 -0.01 0.01 0.00 0.11
H 2.870929 -2.110542 2.782958 0.00 0.00 0.01 0.12
H 2.382635 -3.392260 1.677060 0.01 0.02 -0.02 0.13
H 2.229993 -5.964821 4.228557 0.01 -0.03 0.01 0.12
H 2.011260 -5.610939 2.501862 -0.01 0.00 -0.01 0.12
H 3.167019 -2.583076 5.101679 0.02 0.01 0.01 0.12
H 2.904643 -4.224709 5.725745 0.00 -0.02 0.02 0.12
F -4.970114 -4.383411 -2.833330 -0.07 -0.04 0.06 0.15
C -4.229602 -3.625173 -2.040676 0.43 0.15 -0.35 -0.65
F -4.718924 -2.387528 -2.042679 -0.13 -0.08 0.03 0.14
F -4.267816 -4.098799 -0.801026 -0.09 0.03 0.03 0.14
S -2.433964 -3.561839 -2.698034 -2.35 -1.17 -0.62 0.62
O -2.212655 -2.103473 -2.746197 -0.89 -1.88 -1.39 -0.46
O -2.478707 -4.313710 -3.909550 0.48 0.30 0.18 -0.24
N -1.592701 -4.213994 -1.458436 -1.22 -3.10 -1.79 -0.51
S -1.604378 -5.907414 -1.416318 -0.49 1.05 -0.60 0.67
O -2.844997 -6.435368 -1.911285 0.42 0.22 0.11 -0.27
O -0.356216 -6.465908 -1.833712 -0.18 0.31 0.09 -0.25
C -1.681371 -6.177784 0.419429 0.06 0.13 0.05 -0.67
F -0.456984 -6.364381 0.898388 -0.02 0.01 0.05 0.14
F -2.399674 -7.273185 0.630797 0.03 0.00 0.08 0.16
F -2.249135 -5.150821 1.044816 -0.02 -0.10 0.04 0.14
```
Positions in Å, forces in eV/Å.